Arrangement 1

Density functional theory data (the ωB97M-V functional and the def2-TZVPD basis) for an isolated ion of composition C8H13N4O2 and charge +1.

LUMO level: -0.1201 Ha
Spin multiplicity: 1
E_HOMO: -14.31 eV
Net charge: +1
M: 197.218 g/mol
Frontier orbital gap: 11.047 eV
SMILES string: CCOC(=O)[C@@H]1[NH2+][C@@]1(C)n1cncn1

Each line ends with the Mulliken charge.
CARTESIAN COORDINATES (ANGSTROEM)
C (-1.039, 4.353, 0.011)  -1.0022
C (-0.662, 3.471, 1.180)  -0.4278
O (-0.842, 1.993, 0.942)  -0.3423
C (0.177, 1.170, 0.785)  0.3542
O (1.267, 1.610, 0.610)  -0.5839
C (-0.062, -0.299, 0.762)  -0.1471
N (1.037, -1.224, 1.162)  -0.2310
C (0.553, -1.200, -0.244)  1.1624
C (1.493, -0.773, -1.290)  -1.7373
N (-0.027, -2.399, -0.563)  0.5461
C (-0.343, -3.018, -1.772)  0.0341
N (-0.917, -4.189, -1.587)  -0.5185
C (-1.022, -4.231, -0.238)  -0.0283
N (-0.516, -3.250, 0.375)  -0.9461
H (-0.659, 4.035, -0.897)  0.3536
H (-2.164, 4.523, -0.116)  0.2863
H (-0.578, 5.318, 0.193)  0.3368
H (-1.413, 3.621, 1.934)  0.2890
H (0.225, 3.630, 1.570)  0.4761
H (-0.979, -0.578, 1.275)  0.6253
H (1.916, -0.828, 1.202)  0.2758
H (0.829, -1.968, 1.789)  0.2924
H (2.184, -1.659, -1.492)  0.4585
H (2.068, 0.185, -1.105)  0.3305
H (0.933, -0.656, -2.178)  0.4814
H (0.061, -2.490, -2.615)  0.3302
H (-1.521, -5.146, 0.307)  0.3316


Arrangement 2

Density functional theory data (the ωB97M-V functional and the def2-TZVPD basis) for an isolated ion of composition C8H13N4O2 and charge +1.

LUMO level: -0.1594 Ha
Spin multiplicity: 1
E_HOMO: -13.14 eV
Net charge: +1
M: 197.218 g/mol
Frontier orbital gap: 8.808 eV
SMILES string: C#CCN/C(N)=[NH+]/N(C(C)=O)C(C)=O

Each line ends with the Mulliken charge.
CARTESIAN COORDINATES (ANGSTROEM)
C (-4.402, -1.590, -1.809)  0.1100
C (-3.291, -1.414, -1.364)  -0.7916
C (-1.840, -1.107, -0.844)  -0.1464
N (-1.660, 0.366, -0.858)  -0.1248
C (-0.964, 1.039, 0.044)  0.1808
N (-0.914, 2.446, -0.085)  -0.4294
N (-0.345, 0.292, 1.099)  -0.2964
N (0.993, -0.115, 0.862)  0.2606
C (1.870, 0.151, 2.021)  0.5057
C (2.905, -1.006, 2.383)  -0.8762
O (1.884, 1.168, 2.671)  -0.4599
C (1.595, 0.479, -0.352)  0.5279
C (1.624, -0.339, -1.723)  -1.0592
O (2.128, 1.567, -0.381)  -0.4406
H (-5.307, -1.587, -2.466)  0.3832
H (-1.810, -1.545, 0.194)  0.3545
H (-1.138, -1.603, -1.564)  0.2664
H (-2.123, 0.906, -1.594)  0.2909
H (-1.795, 2.830, -0.438)  0.2842
H (-0.606, 2.896, 0.782)  0.2991
H (-0.504, 0.699, 2.025)  0.3663
H (2.623, -1.560, 3.317)  0.3062
H (3.902, -0.478, 2.511)  0.3045
H (3.016, -1.663, 1.472)  0.2732
H (1.531, -1.446, -1.480)  0.3151
H (0.744, -0.034, -2.352)  0.2222
H (2.619, -0.157, -2.231)  0.3737


Arrangement 3

Density functional theory data (the ωB97M-V functional and the def2-TZVPD basis) for C8H13N4O2 as an isolated structure.

LUMO level: -0.1598 Ha
Spin multiplicity: 1
E_HOMO: -12.29 eV
Net charge: +1
M: 197.218 g/mol
Frontier orbital gap: 7.946 eV

Each line ends with the Mulliken charge.
CARTESIAN COORDINATES (ANGSTROEM)
C (0.807, 1.330, -0.433)  -0.1044
C (1.686, -0.171, 0.968)  0.2627
C (-1.258, -1.519, 0.209)  0.5379
C (-2.087, 0.417, 1.524)  -0.8012
C (-1.403, 1.565, 0.661)  -0.7063
C (-1.172, -0.797, 1.505)  0.1749
C (-2.396, -2.531, 0.097)  -1.1840
C (2.909, 0.921, -2.444)  -0.8684
N (1.937, 0.621, -0.220)  0.4495
N (0.491, 0.229, 1.413)  -0.4767
N (-0.020, 1.173, 0.572)  0.3613
N (2.834, 0.250, -1.206)  -0.3945
O (2.491, -0.872, 1.452)  -0.5011
O (-0.450, -1.441, -0.683)  -0.5095
H (0.515, 1.964, -1.320)  0.4032
H (-2.267, 0.802, 2.514)  0.4292
H (-3.088, 0.289, 1.116)  0.4029
H (-1.798, 1.801, -0.241)  0.4899
H (-1.537, 2.497, 1.189)  0.3301
H (-0.839, -1.442, 2.319)  0.4618
H (-2.629, -2.820, -0.930)  0.3829
H (-3.215, -2.175, 0.667)  0.3568
H (-1.830, -3.456, 0.482)  0.3334
H (2.020, 0.880, -3.031)  0.3290
H (2.965, 2.064, -2.378)  0.3211
H (3.714, 0.508, -3.003)  0.3506
H (3.619, -0.084, -0.796)  0.1690


The least stable of them is arrangement 2.


Arrangement 1

Density functional theory data (the ωB97M-V functional and the def2-TZVPD basis) for a 2-piece molecular cluster, C5H10FNO overall.

LUMO level (alpha / beta): 0.0093 / 0.0094 Ha
Spin multiplicity: 1
E_HOMO (alpha / beta): -7.91 / -7.92 eV
M: 119.139 g/mol
Frontier orbital gap (alpha / beta): 8.163 / 8.177 eV

Each line ends with the Mulliken charge.
CARTESIAN COORDINATES (ANGSTROEM)
C (0.531, -0.218, -0.531)  0.1489
C (0.224, 1.926, -1.745)  -1.1979
C (-0.778, 1.345, 0.735)  -1.4143
C (0.591, -2.765, 0.710)  -0.7439
C (-0.405, 0.930, -0.686)  1.3220
N (-0.463, -1.792, 0.800)  -0.5278
O (1.647, -0.502, -0.559)  -0.3825
F (-1.630, 0.383, -1.143)  -0.3279
H (-0.571, 2.614, -2.165)  0.3438
H (0.477, 1.368, -2.685)  0.3401
H (1.161, 2.308, -1.153)  0.3080
H (-0.813, 0.551, 1.460)  0.4102
H (-1.763, 1.838, 0.722)  0.3379
H (-0.132, 2.174, 0.991)  0.3499
H (1.606, -2.280, 0.615)  0.2191
H (0.815, -3.041, 1.756)  0.2877
H (0.379, -3.531, 0.064)  0.3281
H (-1.154, -2.099, 0.153)  0.1985


Arrangement 2

Density functional theory data (the ωB97M-V functional and the def2-TZVPD basis) for an isolated molecule of C5H10FNO.

LUMO level: 0.0317 Ha
Spin multiplicity: 1
E_HOMO: -9.55 eV
M: 119.139 g/mol
Frontier orbital gap: 10.409 eV
SMILES string: NC[C@@]1(CCF)CO1

Each line ends with the Mulliken charge.
CARTESIAN COORDINATES (ANGSTROEM)
N (-0.614, 2.161, -0.249)  -0.4568
C (-1.143, 1.052, 0.524)  -1.1477
C (-0.753, -0.323, -0.002)  1.3393
C (0.665, -0.505, -0.562)  -0.9591
C (1.763, -0.198, 0.505)  -0.2761
F (2.974, -0.125, -0.151)  -0.3041
C (-1.396, -1.504, 0.514)  -0.8283
O (-1.796, -0.905, -0.715)  -0.5404
H (-0.458, 2.977, 0.332)  0.2042
H (-1.202, 2.340, -1.076)  0.2088
H (-2.184, 1.056, 0.576)  0.4883
H (-0.745, 1.233, 1.509)  0.4151
H (0.788, 0.145, -1.381)  0.2641
H (0.725, -1.477, -0.959)  0.5224
H (1.853, -0.907, 1.309)  0.2845
H (1.486, 0.761, 0.903)  0.2508
H (-2.155, -1.497, 1.321)  0.2331
H (-1.027, -2.521, 0.411)  0.3019


The least stable of them is arrangement 1.


Arrangement 1

Density functional theory data (the ωB97M-V functional and the def2-TZVPD basis) for a 3-piece molecular cluster, C6H18O3 overall.

LUMO level: 0.0239 Ha
Spin multiplicity: 1
E_HOMO: -9.32 eV
M: 138.207 g/mol
Frontier orbital gap: 9.971 eV
SMILES string: CCO.CCO.CCO

Each line ends with the Mulliken charge.
CARTESIAN COORDINATES (ANGSTROEM)
C (-0.875, 0.367, -2.939)  -0.8306
C (-2.088, 0.857, -3.675)  -0.4658
O (-2.468, -0.219, -4.447)  -0.5032
H (-0.482, 1.175, -2.322)  0.3461
H (-0.082, -0.027, -3.575)  0.3102
H (-1.212, -0.416, -2.260)  0.2576
H (-1.872, 1.776, -4.220)  0.2995
H (-2.839, 0.937, -2.889)  0.2830
H (-1.903, -0.219, -5.223)  0.3041
C (-0.009, 1.589, 3.680)  -0.9760
C (-0.699, 0.159, 3.845)  -0.2014
O (0.389, -0.704, 3.618)  -0.5317
H (0.809, 1.615, 4.400)  0.2748
H (-0.725, 2.407, 3.605)  0.3515
H (0.523, 1.774, 2.747)  0.2896
H (-1.429, -0.208, 3.124)  0.2231
H (-1.201, -0.005, 4.799)  0.2538
H (0.723, -0.574, 2.727)  0.3579
C (1.641, -0.766, -0.937)  -0.9362
C (1.539, -1.714, 0.265)  -0.2529
O (1.822, -0.926, 1.433)  -0.5433
H (1.646, -1.230, -1.924)  0.3072
H (2.526, -0.129, -0.924)  0.3707
H (0.813, -0.084, -0.744)  0.1998
H (2.174, -2.597, 0.183)  0.2759
H (0.528, -2.108, 0.361)  0.2695
H (2.751, -0.729, 1.292)  0.2668


Arrangement 2

Density functional theory data (the ωB97M-V functional and the def2-TZVPD basis) for a 3-piece molecular cluster, C6H18O3 overall.

LUMO level: 0.0253 Ha
Spin multiplicity: 1
E_HOMO: -10.24 eV
M: 138.207 g/mol
Frontier orbital gap: 10.933 eV
SMILES string: CCO.CCO.CCO

Each line ends with the Mulliken charge.
CARTESIAN COORDINATES (ANGSTROEM)
C (-10.338, -16.062, 22.934)  -0.9994
C (-10.705, -15.875, 21.436)  -0.2370
O (-11.346, -17.032, 21.002)  -0.5027
H (-9.744, -16.973, 23.006)  0.2787
H (-11.271, -16.088, 23.497)  0.2609
H (-9.809, -15.207, 23.355)  0.3412
H (-9.752, -15.680, 20.944)  0.2636
H (-11.239, -14.948, 21.225)  0.2873
H (-11.195, -17.057, 20.054)  0.3074
C (-8.628, -9.562, 14.174)  -0.9596
C (-8.226, -10.898, 13.575)  -0.2076
O (-9.103, -11.080, 12.424)  -0.5242
H (-8.373, -8.852, 13.387)  0.2639
H (-8.014, -9.314, 15.039)  0.3066
H (-9.676, -9.364, 14.401)  0.3309
H (-8.450, -11.671, 14.311)  0.2241
H (-7.199, -10.948, 13.215)  0.2725
H (-9.990, -11.225, 12.763)  0.2934
C (-11.885, -5.824, 20.735)  -1.0656
C (-12.256, -7.062, 21.565)  -0.1229
O (-11.213, -8.014, 21.325)  -0.5278
H (-10.938, -5.369, 21.026)  0.2894
H (-12.666, -5.067, 20.814)  0.3352
H (-11.781, -6.068, 19.678)  0.2915
H (-13.132, -7.541, 21.127)  0.2629
H (-12.352, -6.827, 22.625)  0.2437
H (-11.517, -8.902, 21.528)  0.2935


The least stable of them is arrangement 1.


Arrangement 1

Density functional theory data (the ωB97M-V functional and the def2-TZVPD basis) for a 2-piece molecular cluster, C6H18N2 overall.

LUMO level: 0.0364 Ha
Spin multiplicity: 1
E_HOMO: -8.64 eV
M: 118.224 g/mol
Frontier orbital gap: 9.631 eV
SMILES string: CN(C)C.CN(C)C

Each line ends with the Mulliken charge.
CARTESIAN COORDINATES (ANGSTROEM)
C (-0.228, -0.853, -2.096)  -0.8417
N (-1.248, -0.553, -3.101)  -0.1638
C (-1.172, 0.833, -3.468)  -0.8971
C (-0.983, -1.287, -4.313)  -0.8614
H (-0.351, -0.109, -1.291)  0.2482
H (0.808, -0.799, -2.469)  0.3354
H (-0.399, -1.858, -1.675)  0.3063
H (-1.948, 1.189, -4.166)  0.2984
H (-0.182, 1.020, -3.916)  0.3614
H (-1.249, 1.412, -2.532)  0.3138
H (-1.372, -2.312, -4.189)  0.2657
H (0.119, -1.330, -4.347)  0.3304
H (-1.348, -0.886, -5.274)  0.3007
C (1.352, -0.103, 2.091)  -0.7346
N (0.481, 0.748, 2.980)  -0.1353
C (-0.490, 0.015, 3.740)  -0.8524
C (1.305, 1.455, 3.971)  -0.9609
H (1.903, -0.912, 2.598)  0.3025
H (2.067, 0.489, 1.494)  0.3341
H (0.613, -0.555, 1.408)  0.1807
H (-0.950, -0.799, 3.155)  0.3199
H (-1.288, 0.691, 4.091)  0.2700
H (0.011, -0.423, 4.619)  0.3033
H (2.071, 2.069, 3.467)  0.3006
H (1.812, 0.741, 4.642)  0.3826
H (0.667, 2.117, 4.580)  0.2931


Arrangement 2

Density functional theory data (the ωB97M-V functional and the def2-TZVPD basis) for a 3-piece molecular cluster, C6H18N2 overall.

LUMO level: 0.0335 Ha
Spin multiplicity: 1
E_HOMO: -7.37 eV
M: 118.224 g/mol
Frontier orbital gap: 8.281 eV

Each line ends with the Mulliken charge.
CARTESIAN COORDINATES (ANGSTROEM)
C (2.289, 0.010, -0.029)  -0.5093
C (-2.519, -0.096, 0.849)  -1.0876
C (-1.724, 1.598, -0.604)  -1.0585
C (2.055, 1.264, -0.860)  -1.1355
N (-1.358, 0.502, 0.249)  -0.2226
H (2.993, 0.231, 0.790)  0.3597
H (2.762, -0.767, -0.645)  0.3332
H (-3.122, 0.637, 1.402)  0.3476
H (-0.833, 2.080, -1.012)  0.2365
H (-2.224, -0.881, 1.552)  0.2766
H (-3.197, -0.561, 0.099)  0.3560
H (-2.354, 1.283, -1.463)  0.3664
H (-2.301, 2.363, -0.062)  0.3500
H (1.600, 2.049, -0.256)  0.2665
H (1.390, 1.055, -1.698)  0.2339
H (3.000, 1.637, -1.257)  0.4196
C (-0.622, -0.967, -0.969)  -1.0013
C (1.193, -1.646, 1.398)  -1.0879
N (1.048, -0.525, 0.496)  0.1181
H (0.337, 0.174, 0.799)  0.4021
H (1.874, -1.429, 2.233)  0.3341
H (0.220, -1.902, 1.816)  0.2633
H (0.259, -1.255, -1.536)  0.3521
H (-1.071, -1.781, -0.418)  0.3297
H (-1.287, -0.563, -1.732)  0.4354
H (1.590, -2.512, 0.858)  0.3219


The least stable of them is arrangement 2.